Entry 1:
The following is a DFT calculation (ωB97M-V/def2-TZVPD) of C4H7NO2 in the gas phase.

```
14
Properties=species:S:1:pos:R:3:forces:R:3:nbo_charge:R:1
H -0.807 -1.354 0.586 -0.7 0.1 0.0 0.2123
C -0.706 -0.268 0.666 2.2 -0.9 1.3 -0.5226
C 0.165 0.221 -0.486 -1.7 2.7 0.5 -0.1734
O 0.509 1.164 2.106 0.2 -0.7 0.9 -0.5293
H 2.023 -0.206 -0.045 -0.1 -0.4 -0.9 0.3750
O -1.951 0.191 -1.862 3.5 1.0 1.3 -0.5279
H -1.590 0.333 0.546 -0.9 -0.3 0.4 0.2615
H 0.484 1.273 -0.214 -0.8 -0.6 -0.2 0.2455
C -0.723 0.390 -1.704 -2.4 -1.9 -1.5 0.4290
N 1.404 -0.330 -0.861 1.3 -1.8 0.4 -0.8194
H 1.378 -1.328 -1.149 0.0 0.9 0.5 0.3626
C -0.016 0.078 2.047 -0.9 0.5 -1.0 0.4380
H -0.082 0.464 -2.590 0.0 0.6 -0.4 0.1201
H -0.088 -0.628 2.959 0.1 0.8 -1.2 0.1288
```
Positions in Å, forces in eV/Å.

Properties
**LUMO level**: 0.023 hartree
**Relative energy (zero: lowest compared OMol25 entry of this formula, charge and spin)**: 2.279 eV
**Orbital gap**: 10.497 eV


Entry 2:
The following is a DFT calculation (ωB97M-V/def2-TZVPD) of C4H6N2O in the gas phase.

```
13
Properties=species:S:1:pos:R:3:forces:R:3:nbo_charge:R:1
C 1.088 0.426 0.654 1.5 0.4 -0.8 -0.0422
H -0.876 0.352 -2.877 0.0 0.0 0.0 0.3945
H 0.201 -2.076 1.917 -0.3 -1.2 1.0 0.2127
C 0.278 0.506 -1.241 -0.2 0.3 -0.5 0.6497
N 0.981 1.234 -0.431 0.1 0.3 -1.2 -0.5366
H -0.044 -0.444 2.515 -0.2 -0.3 -0.5 0.2172
H 1.671 0.726 1.513 -0.4 0.0 0.1 0.2066
O -0.129 -0.691 -0.806 0.1 0.3 0.5 -0.4206
C -0.243 -1.138 1.681 0.0 -1.8 0.5 -0.6438
C 0.454 -0.739 0.439 -0.3 1.5 2.1 0.1383
H 0.060 1.761 -2.717 0.0 0.2 -0.3 0.4003
N -0.042 0.785 -2.518 0.0 0.3 -0.7 -0.8012
H -1.307 -1.282 1.550 -0.3 0.1 0.0 0.2250
```
Positions in Å, forces in eV/Å.

Properties
**LUMO level**: 0.031 hartree
**Relative energy (zero: lowest compared OMol25 entry of this formula, charge and spin)**: 1.762 eV
**Orbital gap**: 8.758 eV


Entry 3:
The following is a DFT calculation (ωB97M-V/def2-TZVPD) of C34H48ClCoN7O5SSb as an isolated structure.

```
98
Properties=species:S:1:pos:R:3:forces:R:3:lowdin_spin:R:1
H 5.500 1.991 2.254 0.0 0.0 0.0 0.0000
C 4.610 3.016 0.592 0.0 0.0 0.0 0.0001
C 1.375 1.614 -5.089 0.0 0.0 0.0 0.0013
H -0.187 -4.674 -0.020 0.0 0.0 0.0 0.0000
C 4.591 2.179 1.700 0.0 0.0 0.0 -0.0001
H 2.340 -6.093 -4.496 0.0 0.0 0.0 0.0000
C -5.110 0.076 -1.721 0.0 -0.1 0.1 0.0000
C 2.271 -2.755 2.608 0.0 0.0 0.0 -0.0002
N -1.218 0.196 2.508 0.0 0.0 0.0 0.0393
H 5.467 0.606 -3.097 0.0 0.0 0.0 0.0003
H -1.013 -1.411 -3.384 0.0 0.0 0.0 0.0001
H 1.139 -4.861 -4.086 0.0 0.0 0.0 0.0000
C -2.935 -0.025 4.135 0.0 0.0 0.0 0.0017
H 0.962 2.439 -5.677 0.0 0.0 0.0 0.0004
H -2.052 -4.873 -1.625 0.0 0.0 0.0 0.0000
H 2.127 3.221 -2.859 0.0 0.0 0.0 0.0000
C 1.063 3.048 -3.043 0.0 0.0 0.0 0.0003
C -0.975 1.237 4.651 0.0 0.0 0.0 0.0009
H 3.866 -1.929 -2.059 0.0 0.0 0.0 0.0000
H 1.206 -0.961 3.066 0.0 0.0 0.0 -0.0002
H -5.505 1.739 -3.062 0.0 0.0 0.0 0.0000
H 3.203 -2.098 -4.124 0.0 0.0 0.0 0.0000
H 3.459 3.924 -0.977 0.0 0.0 0.0 0.0000
H 0.527 3.169 -2.100 0.0 0.0 -0.1 0.0001
O -3.074 1.928 0.782 0.0 0.0 0.0 -0.0001
C -3.430 1.390 -2.698 0.0 0.0 0.0 0.0001
H 5.537 3.484 0.288 0.0 0.0 0.0 0.0000
H 1.114 0.688 -5.599 0.0 0.0 0.0 0.0000
N 1.337 -5.187 -1.352 0.0 0.0 0.0 0.0000
H 2.460 1.713 -5.110 0.0 0.0 0.0 0.0000
H 1.175 -2.478 -2.818 0.0 0.0 0.0 0.0001
O -1.315 3.290 1.573 0.1 0.0 0.1 -0.0001
C 1.122 -2.455 0.173 0.1 0.0 0.0 0.0001
H 2.666 -6.611 -2.087 0.0 0.0 0.0 0.0000
C -1.029 -4.813 -1.998 0.0 0.0 0.0 -0.0001
H 3.362 0.962 2.985 0.0 0.0 0.0 0.0000
H -3.904 -0.428 4.394 0.0 0.0 0.0 0.0003
H 3.583 -1.203 -0.478 0.0 0.0 0.0 0.0000
H -1.564 0.828 -2.069 0.0 0.0 0.0 -0.0001
C 1.939 -3.550 0.389 0.0 0.1 0.0 0.0001
C 4.400 0.622 -3.340 0.0 0.0 0.0 0.0011
H -3.013 2.192 -3.290 0.0 0.0 0.0 0.0000
S -1.748 -1.305 -0.375 -0.1 0.0 0.1 -0.0172
C 1.435 -1.696 2.309 0.0 0.0 0.0 -0.0011
H 0.660 -2.303 -0.792 -0.1 0.0 0.0 0.0000
H -0.308 -0.750 -4.867 0.0 0.0 0.0 0.0000
C 2.031 -5.380 -3.731 0.0 0.0 0.0 0.0000
H 1.337 2.824 -0.286 0.0 0.0 0.1 -0.0001
H -2.609 0.957 6.016 0.0 0.0 0.0 -0.0001
H -0.835 -3.780 -2.287 0.0 0.0 0.0 0.0000
O -2.228 3.660 -0.585 0.0 0.0 0.0 -0.0011
N -2.555 0.603 -2.052 0.0 0.0 0.2 0.0002
H -6.152 -0.182 -1.570 0.0 0.0 0.0 0.0000
N -4.235 -0.659 -1.057 0.0 0.0 -0.1 -0.0005
H -2.932 -0.867 2.139 0.0 0.0 0.0 0.0005
H 2.702 -2.831 3.596 0.0 0.0 0.0 0.0000
O 3.494 -4.590 -1.013 0.0 0.0 0.0 0.0000
C 3.402 1.597 2.109 0.0 0.0 0.0 -0.0001
H 4.164 1.627 -3.691 0.0 0.0 0.0 0.0000
H 1.956 -2.780 -5.162 0.0 0.0 0.0 0.0004
N 0.998 1.270 1.780 -0.1 -0.1 -0.1 -0.0053
H -0.364 1.851 5.297 0.0 0.0 0.0 0.0003
C -2.214 0.742 5.033 0.0 0.0 0.0 -0.0020
H 2.833 -4.654 -3.601 0.0 0.0 0.0 0.0000
H -0.466 -2.491 -4.671 0.0 0.0 0.0 0.0001
C -2.402 -0.277 2.876 0.0 0.0 0.0 0.0022
C 1.159 -1.634 -3.518 0.0 0.0 0.0 0.0052
C -4.763 1.139 -2.560 0.0 0.1 0.0 0.0002
C 2.552 -3.686 1.625 0.0 0.0 0.0 -0.0007
H 3.727 1.053 -1.368 0.0 0.0 0.0 0.0001
C -2.937 -0.386 -1.201 0.1 0.0 0.0 -0.0015
C 2.229 -1.900 -4.572 0.0 0.0 0.0 0.0012
C 2.251 1.834 1.372 0.1 0.0 0.0 -0.0008
H 4.245 -0.069 -4.168 0.0 0.0 0.0 0.0000
C 2.311 -4.492 -0.727 0.0 -0.1 0.1 0.0000
C -0.236 -1.562 -4.139 0.0 0.0 0.0 0.0002
H 5.144 -1.013 -1.273 0.0 0.0 0.0 0.0000
Cl -1.927 2.708 0.430 -0.1 -0.1 -0.2 -0.0001
C 1.763 -6.099 -2.420 0.0 0.0 0.0 0.0000
O -0.917 1.770 -0.210 0.0 0.1 0.0 -0.0028
N 0.882 -1.521 1.104 0.0 0.0 0.0 -0.0042
Co -0.194 0.144 0.620 0.2 -0.3 -0.1 0.9523
Sb 1.435 0.126 -2.262 0.0 0.0 0.0 0.0213
H 0.722 3.838 -3.717 0.0 0.0 0.0 0.0000
H 3.237 -4.505 1.801 0.0 0.0 0.0 0.0000
C 3.445 3.258 -0.124 0.0 0.0 0.0 -0.0001
H 0.976 -6.845 -2.536 0.0 0.0 0.0 0.0000
C -0.534 0.935 3.378 -0.1 0.0 0.0 0.0021
C -0.056 -5.269 -0.923 0.0 0.0 0.0 0.0000
C 2.258 2.647 0.249 0.0 0.0 0.0 0.0000
H 2.343 -1.068 -5.266 0.0 0.0 0.0 0.0000
H -0.265 -6.307 -0.645 0.0 0.0 0.0 0.0000
C 3.594 0.256 -2.101 0.0 0.0 0.1 0.0047
H -0.959 -5.439 -2.889 0.0 0.0 0.0 0.0000
C 4.065 -1.046 -1.448 0.0 0.0 0.0 0.0002
H -0.261 1.517 -3.728 0.0 0.0 0.0 0.0001
C 0.824 1.675 -3.669 0.0 0.0 0.0 0.0053
N 0.718 1.468 2.969 0.0 0.1 0.0 -0.0044
```
Positions in Å, forces in eV/Å.

Properties
**LUMO level (spin up / spin down)**: -0.136 / -0.135 hartree
**Relative energy (zero: lowest compared OMol25 entry of this formula, charge and spin)**: 0.205 eV
**Orbital gap (spin up / spin down)**: 6.527 / 6.812 eV
**Net charge**: +1
**Multiplicity**: 2


Entry 4:
The following is a DFT calculation (ωB97M-V/def2-TZVPD) of a 2-piece molecular cluster, C10H13O2S overall.

```
26
Properties=species:S:1:pos:R:3:forces:R:3:nbo_charge:R:1
H -3.671 -1.386 -2.145 0.4 -0.4 -0.6 0.1956
H -4.772 -0.078 1.754 -1.4 0.2 -0.2 0.1985
H 3.614 -0.280 -1.131 -1.0 0.3 0.8 0.1955
C -3.338 -1.099 -1.169 -1.4 0.2 -0.3 -0.2132
H -5.332 -0.799 -0.774 -2.3 0.3 -0.7 0.1932
C -2.044 -1.148 -0.763 1.3 -0.9 -0.4 -0.2014
C -4.127 -0.337 0.947 0.7 -0.8 0.7 -0.2462
C -0.495 -0.368 1.042 1.7 -2.2 1.8 -0.1389
C -4.396 -0.658 -0.378 2.0 -0.1 0.9 -0.2441
C -1.720 -0.760 0.557 -1.7 1.3 1.5 -0.2243
H 3.203 -0.525 1.444 1.7 0.5 -0.1 0.2691
H -0.169 -0.652 2.113 -0.5 1.3 -1.6 0.1606
H -2.789 -0.255 2.481 0.9 0.2 1.0 0.1945
H 0.929 0.552 -1.467 -0.8 -0.4 -0.3 0.2172
H 2.511 0.896 1.413 -1.1 1.7 0.8 0.1940
H 2.254 1.545 -2.044 0.3 -0.3 -0.5 0.1907
C 2.784 0.096 -0.440 0.2 -2.3 -2.6 -0.4205
C 3.297 0.440 0.888 -0.5 -1.1 1.0 -0.6827
C -2.864 -0.488 1.456 0.6 -0.1 -2.6 -0.1731
C 1.843 1.022 -1.189 0.9 1.5 1.2 -0.6232
H 4.210 1.020 0.948 0.3 -0.2 0.2 0.1910
H -1.288 -1.653 -1.405 -0.3 1.0 0.5 0.2397
S 1.746 -1.600 -0.214 -0.6 2.9 -0.9 1.6326
O 1.887 -2.180 -1.543 -0.1 -0.8 -1.6 -1.0491
O 2.520 -2.264 0.802 1.1 -1.6 2.1 -1.0432
H 1.622 1.859 -0.506 -0.4 -0.2 -0.1 0.1878
```
Positions in Å, forces in eV/Å.

Properties
**LUMO level (spin up / spin down)**: 0.122 / 0.088 hartree
**Orbital gap (spin up / spin down)**: 6.024 / 5.593 eV
**Net charge**: -1
**Multiplicity**: 3


Entry 5:
The following is a DFT calculation (ωB97M-V/def2-TZVPD) of C5H9F2IN2 in the gas phase.

```
19
Properties=species:S:1:pos:R:3:forces:R:3:nbo_charge:R:1
F 0.391 2.146 -0.171 -0.1 0.4 -0.4 -0.2942
C 0.909 -0.103 2.340 1.4 0.1 -0.3 -0.4476
H -2.952 0.349 -1.447 2.4 -1.8 0.9 0.2199
H 1.014 0.631 -1.799 1.1 -0.6 0.0 0.2362
F -1.562 1.912 0.698 0.6 -1.5 -2.0 -0.2877
H 0.378 -0.966 -2.115 -0.3 -0.7 -0.7 0.2284
N -0.779 0.464 -1.156 -3.0 0.7 1.4 -0.4476
H -2.216 -0.995 -0.267 0.6 0.9 -1.4 0.2297
H -1.970 -1.009 -2.153 0.4 0.6 1.4 0.2276
H 0.537 0.861 2.628 -0.7 0.1 1.5 0.2106
C -1.988 -0.377 -1.209 -3.2 1.1 -0.7 -0.4420
H 0.664 -1.019 3.008 0.6 1.8 -0.8 0.2066
N 0.310 -0.235 1.042 -0.3 1.4 -2.6 -0.5798
H 1.021 -1.875 -0.034 0.6 1.7 -0.1 0.2000
H 2.050 0.179 2.247 -1.8 -1.3 0.3 0.2017
C -0.627 1.323 -0.083 1.5 -2.0 2.5 1.0362
C 1.024 -0.720 -0.026 -0.8 -2.4 0.4 -0.0394
C 0.455 -0.204 -1.387 1.3 1.5 0.7 -0.2702
I 3.340 -0.362 -0.117 -0.4 0.0 -0.1 -0.1884
```
Positions in Å, forces in eV/Å.

Properties
**LUMO level**: 0.020 hartree
**Relative energy (zero: lowest compared OMol25 entry of this formula, charge and spin)**: 2.175 eV
**Orbital gap**: 8.607 eV


Short version: F_max = 0.0756; 0.0497; 0.0067; 0.0677; 0.0687 Eh/bohr, in the order given.
Short version: electronic energy = -361.79710; -340.73016; -4564.84145; -937.35378; -802.72630 Eh, in the order given.